(a)
10 unconnected molecules or ions with the total composition C40H110N10O10, computed with ωB97M-V with the def2-TZVPD basis set.

## Properties
Gap between HOMO and LUMO   0.34154 hartree
LUMO level   0.457 eV
SMILES   COC[C@H](C)N.COC[C@H](C)N.COC[C@H](C)N.COC[C@H](C)N.COC[C@H](C)N.COC[C@H](C)N.COC[C@H](C)N.COC[C@H](C)N.COC[C@H](C)N.COC[C@H](C)N

```
! wB97M-V def2-TZVPD RIJCOSX def2/J DEFGRID3
* xyz 0 1
N -2.601 8.070 1.496
H -1.878 2.574 -0.056
H 0.318 -1.276 1.389
O -2.597 7.307 5.236
H 5.159 1.651 -7.158
H 3.406 0.519 -8.481
H -4.433 6.504 5.530
H 1.759 0.961 1.797
H -2.640 6.295 2.729
H 3.777 2.416 9.095
O -6.165 -6.109 0.277
H -5.108 7.971 -4.449
N 8.958 3.055 4.457
H 3.037 -10.673 4.144
O 2.725 0.869 9.948
H -3.342 5.521 4.539
H 9.039 2.697 5.398
C 3.539 -9.831 4.619
H -8.531 -5.258 -1.118
H 1.604 0.920 -7.025
N 1.618 -1.854 -0.056
C 7.550 3.758 2.661
N 6.956 -6.278 4.424
H 3.387 5.252 10.156
H -4.691 -4.893 -0.888
N -9.948 -6.378 -0.022
H 6.940 2.655 4.303
H -0.246 8.042 3.394
H -8.985 -0.283 -4.865
C -11.276 0.076 -2.181
N 2.477 0.938 -6.517
C -7.593 9.841 -4.033
C 3.504 0.243 -7.430
N 8.412 -7.623 -4.185
H 2.689 -3.071 -9.377
H 9.093 2.278 3.825
H 3.280 -0.880 8.961
C 2.747 3.188 10.896
H 8.341 -7.793 2.669
C 7.608 3.508 4.185
H -11.677 1.036 -1.855
H -6.620 5.761 -3.745
H 7.316 -7.811 -5.952
H 4.755 -7.455 5.205
C -2.862 8.001 4.009
C -9.436 -0.567 -3.914
H 6.373 -5.558 4.826
H -11.026 0.815 -4.275
C 7.309 4.570 5.138
C 2.554 -0.070 8.880
H 2.191 -1.328 -7.830
H 8.901 -6.964 -3.597
H 6.416 5.051 4.738
H 8.045 -7.446 -8.232
C 3.236 -1.204 -7.546
H -6.871 7.129 -2.951
H -12.543 -0.516 -4.459
H -0.195 6.882 1.953
H -3.931 7.999 3.797
H -4.186 6.193 -5.204
H 5.327 0.441 -6.000
H -5.235 6.433 -6.546
H 6.050 -8.706 5.464
H 7.881 -5.678 -8.506
H 2.495 -0.487 2.333
H 7.308 -9.108 2.588
H 3.816 -3.759 -8.230
H -8.998 1.673 -2.404
C -10.422 0.528 -3.414
H 2.050 2.497 8.963
H -3.154 5.689 6.350
C 6.054 -6.807 -4.434
H 2.422 -2.381 0.253
H -7.617 -4.140 1.114
H 7.170 -5.282 -6.102
H -13.864 -1.394 -3.645
H 1.866 2.812 11.416
H 1.008 -2.510 -0.522
H -10.399 2.388 -2.692
C -13.068 -0.661 -3.514
H -8.918 -4.880 1.993
H 5.735 -7.063 2.947
H 9.084 -7.908 -4.883
C -8.579 -4.637 0.986
H 1.733 4.875 9.878
H -6.511 9.855 -3.897
O -8.081 8.490 -4.190
H -8.185 10.278 -3.230
C -0.669 7.174 2.890
H -2.297 0.980 -0.739
H 2.651 0.305 7.861
C 8.544 -6.478 -8.178
H -1.093 2.040 -1.533
C 3.726 -3.040 -9.044
N -9.708 1.784 -3.114
C 6.381 -7.430 3.745
H 8.196 4.614 2.460
H -7.988 6.780 -5.256
H 8.181 5.217 5.224
H -7.533 -7.241 1.096
C 8.005 -5.913 -5.797
C 2.544 4.713 10.589
H -2.509 7.505 0.665
H -6.462 -4.430 -0.787
H 0.879 0.382 -1.167
C -5.236 6.155 -5.492
H 5.770 -7.478 -3.623
H 2.777 1.885 -6.338
H 1.589 -0.560 9.007
C 2.857 2.275 9.662
O -0.573 1.040 0.264
O 6.177 4.016 2.328
C -8.625 -5.739 -0.145
H -3.596 8.247 1.491
C -1.493 1.698 -0.578
C -5.727 -5.229 -0.882
C -5.892 7.236 -4.634
N 3.914 3.061 11.709
O 8.918 -6.163 -6.824
H 2.093 5.248 11.425
H 7.693 -6.442 5.095
C 5.885 4.309 0.953
O -12.117 -1.035 -2.594
H -10.393 -6.361 -0.928
O 4.007 -1.685 -8.661
H 4.311 -3.247 -9.940
H 5.888 -5.800 -4.051
H -5.678 -5.630 -1.894
C -2.240 7.308 2.699
H -10.543 -0.172 -1.414
H 5.120 5.075 0.826
H -7.793 10.442 -4.920
H 7.894 2.846 2.173
C -7.442 -6.718 0.143
H 6.774 4.743 0.496
H -0.574 -0.600 -0.741
H -9.920 -7.385 0.056
H 2.906 -9.134 5.169
H -7.456 -7.511 -0.604
H 5.301 -7.035 -5.188
H 4.134 -10.259 5.426
C 4.964 0.588 -7.018
C 2.071 -0.022 1.443
H 3.808 3.456 12.632
H 2.908 0.216 0.787
H -8.467 -0.445 -3.431
H -0.521 6.239 3.431
H 7.230 4.148 6.140
H 3.577 -1.678 -6.625
H -7.411 8.080 -6.106
H 8.065 -8.835 4.105
H 9.438 -6.494 -8.800
H 3.987 2.059 11.813
H 8.517 -5.224 -5.126
H -2.621 9.059 4.107
H -5.645 5.164 -5.296
N -6.145 6.576 -3.383
H 5.557 0.217 -7.854
C 0.207 0.064 -0.370
C 7.596 -8.310 3.272
C 7.441 -7.122 -5.117
C -3.400 6.178 5.407
C 5.452 -8.152 4.741
H -9.406 -3.979 0.722
H -13.450 0.322 -3.240
O 4.564 -9.106 3.994
H 5.742 3.383 0.396
C 0.994 -0.805 0.675
C -7.353 7.653 -5.104
H -9.860 -1.572 -3.930
*
```

***

(b)
10 unconnected molecules or ions with the total composition C40H110N10O10, computed with ωB97M-V with the def2-TZVPD basis set.

## Properties
Gap between HOMO and LUMO   0.33651 hartree
LUMO level   0.646 eV
SMILES   COC[C@H](C)N.COC[C@H](C)N.COC[C@H](C)N.COC[C@H](C)N.COC[C@H](C)N.COC[C@H](C)N.COC[C@H](C)N.COC[C@H](C)N.COC[C@H](C)N.COC[C@H](C)N

```
! wB97M-V def2-TZVPD RIJCOSX def2/J DEFGRID3
* xyz 0 1
H 7.238 -1.678 0.892
H -7.640 1.326 0.814
H 4.989 -7.322 0.602
H 8.552 -5.013 0.292
H 0.269 -0.230 -2.536
O 1.588 -6.571 -1.479
H 6.882 -4.113 -1.444
H 6.651 2.071 1.542
H -4.927 1.931 3.871
C 2.385 -3.634 2.452
H 2.209 -1.298 0.238
N 4.544 -8.068 0.087
H 2.783 1.329 3.781
H 3.744 -6.795 -1.916
H -7.069 -0.038 -2.178
C 2.275 2.291 3.845
O 2.417 -4.405 3.726
N -4.499 -0.517 3.004
H 2.802 -8.690 -0.695
O 6.195 -0.034 1.604
H -1.927 6.985 0.115
O -2.078 4.523 -0.695
C -2.066 5.070 -1.989
H 2.651 -1.215 3.989
H -2.170 -0.885 -3.732
N 5.600 -5.471 1.421
H -10.116 -0.477 1.664
C 0.307 -1.295 -0.659
H 0.210 0.333 4.198
H 0.503 -4.658 4.485
H -1.004 -0.090 5.403
N 1.796 -1.137 -0.670
C 0.725 3.888 0.116
H -3.074 5.200 -2.381
H 5.669 -5.173 -1.274
H -0.774 3.393 1.602
H 1.507 -6.070 4.510
C -0.270 -1.026 -2.023
H 2.725 -4.234 1.607
N -3.132 5.858 -6.273
H 0.057 -2.342 -0.493
C 2.995 -6.695 -1.130
H 1.990 -0.160 -0.835
C 6.094 -4.333 -0.725
H -2.786 6.125 -5.363
H -0.871 5.428 2.434
H -1.756 8.331 -0.964
H -0.033 -1.928 -2.586
C 6.530 -4.638 0.675
H 4.005 -2.127 0.719
H -5.462 1.077 -5.006
H 5.453 1.701 2.587
H -0.795 6.795 -3.855
C 2.542 -7.735 1.344
H 3.480 -2.545 -1.967
H -4.391 -1.085 2.176
H -7.549 -0.366 1.645
H 5.803 3.814 0.312
H 1.538 -5.448 -3.301
C 3.144 -7.862 -0.075
H 1.652 4.761 2.701
N -1.581 7.069 -3.282
H 8.158 -0.209 0.788
O 1.677 2.665 2.618
H 1.466 -7.606 1.230
H -5.848 -1.813 -1.033
H 4.747 -8.965 0.505
H -3.776 4.083 -4.414
C -2.529 0.875 3.634
H 1.448 -3.137 2.201
H -5.326 0.234 -1.894
H -5.313 1.942 -3.463
C 3.499 -2.582 2.586
H 0.138 4.134 -0.769
C 4.361 -3.186 -1.958
H 0.377 3.960 3.584
H -3.792 3.301 -1.272
H -6.292 5.123 -7.183
C -10.058 0.075 0.726
H 2.773 3.075 4.416
H -4.922 4.313 -7.985
H 1.450 2.127 4.538
C -2.260 -0.156 -2.926
C 3.564 -1.807 3.915
H -5.009 6.027 -7.904
H 0.886 -5.627 2.999
C -0.206 -0.363 0.410
C 0.959 3.920 2.664
C -7.645 0.238 0.743
H -1.423 4.446 -2.610
H 0.955 2.825 0.041
O -8.876 -0.208 0.081
H -1.865 0.823 -3.199
O -1.637 -0.690 -1.810
C -4.723 1.790 2.810
H 6.815 -3.727 1.201
C -3.765 0.665 2.704
H -1.103 5.300 0.832
H 0.327 -0.567 1.339
H -10.205 1.140 0.905
H -0.463 -1.368 4.415
H 5.431 1.373 -0.341
C 4.841 3.305 0.253
H 1.632 4.489 0.175
N 3.553 1.299 0.806
C 7.760 -5.609 0.745
C -4.377 5.157 -6.030
H -4.846 5.821 -5.303
H 3.557 0.289 0.811
H 4.303 3.636 1.142
C -5.786 1.953 -4.445
H -3.959 3.000 -5.867
H -3.414 6.684 -6.782
H -3.721 -0.967 3.464
H -3.194 7.255 -1.125
H 0.103 0.669 0.246
H 1.542 -4.463 -1.851
H 3.636 -2.499 4.754
H 8.115 -5.817 1.754
H 5.806 -5.628 2.397
C -6.426 -0.181 -0.132
H -3.539 0.438 1.662
H 3.256 -5.804 -0.559
H 4.379 3.614 -0.685
H -5.540 -0.032 0.485
H -6.623 1.487 -1.619
C 0.005 4.137 1.438
N -6.350 -1.612 -0.180
H -0.360 6.396 -1.688
C -2.928 3.355 -0.610
H -5.693 1.692 2.324
N -0.403 5.470 1.540
H -3.359 3.382 0.391
H 3.860 -4.056 -2.383
H 4.824 -4.826 1.466
O -5.715 3.292 -4.972
H -6.856 1.814 -4.285
H -3.276 0.044 -2.587
C -2.127 7.308 -0.906
C -1.417 6.461 -1.945
H -1.847 1.651 3.286
H -2.423 2.404 -0.781
C 1.231 -5.426 -2.255
H -4.321 2.709 2.383
H 4.982 -2.788 -2.760
C 7.159 -0.620 0.639
H 7.728 -6.484 0.096
C -5.211 5.128 -7.321
C -4.409 3.775 -5.246
H 6.728 -0.380 -0.333
H 4.292 -0.952 1.583
C 1.270 -5.186 3.918
H 3.230 1.531 1.735
O -1.823 -0.279 3.515
H 2.767 -8.537 2.047
C -0.659 -0.296 4.389
C 4.851 1.806 0.473
C 5.818 1.371 1.615
H -1.269 -0.423 0.643
H -2.748 1.107 4.676
H 4.489 -1.236 4.002
H 4.431 -3.147 2.582
C -6.333 0.440 -1.532
H -10.884 -0.200 0.070
H 0.143 -5.497 -2.272
H -7.245 -2.071 -0.261
O 5.132 -3.301 -0.736
N 3.555 -1.636 1.478
H 3.020 -6.830 1.720
H -1.440 8.069 -3.308
*
```

***

Bottom line: (b), by a margin of 142.9 kJ/mol.

***

(a)
C7H10S in the gas phase, computed with ωB97M-V with the def2-TZVPD basis set.

## Properties
Gap between HOMO and LUMO   0.33882 hartree
LUMO level   0.916 eV
SMILES   C=C1CC[C@H]2CS[C@@H]12

```
! wB97M-V def2-TZVPD RIJCOSX def2/J DEFGRID3
* xyz 0 1
S 1.576 1.736 -0.381
C 0.385 -0.321 -1.132
H 1.411 -0.335 2.897
H -1.124 -1.848 -0.824
C 0.055 -0.049 1.236
C 0.591 1.072 -1.620
C 1.151 0.074 0.157
H 0.967 -1.029 -1.813
H -1.550 0.966 0.351
H 1.910 -0.569 0.588
H 1.195 1.186 -2.541
H -0.464 -0.348 3.265
C 0.330 -0.266 2.512
C -1.292 -0.079 0.590
H -0.351 1.391 -2.184
C -1.019 -0.747 -0.823
H -2.018 -0.563 1.309
H -1.753 -0.271 -1.586
*
```

***

(b)
C7H10S in the gas phase, computed with ωB97M-V with the def2-TZVPD basis set.

## Properties
Gap between HOMO and LUMO   0.33252 hartree
LUMO level   0.836 eV
SMILES   C=C1S[C@]2(C)C[C@H]1C2

```
! wB97M-V def2-TZVPD RIJCOSX def2/J DEFGRID3
* xyz 0 1
H -1.428 1.735 0.423
C -0.788 0.800 0.162
H 2.501 -1.353 -1.072
C -2.893 -0.511 -0.074
H 2.628 0.356 -0.446
H 0.257 0.154 2.163
H 0.856 1.540 -1.207
H -0.153 0.330 -2.008
H -3.456 0.491 0.012
C -1.578 -0.445 -0.046
C 0.252 0.666 -0.996
H -3.412 -1.452 -0.104
H 2.742 -1.201 0.831
C 0.342 0.524 1.170
C 2.350 -0.739 -0.086
C 0.899 -0.366 0.016
H 1.149 1.244 1.176
S -0.269 -1.774 0.086
*
```

***

(c)
C7H10S in the gas phase, computed with ωB97M-V with the def2-TZVPD basis set.

## Properties
Gap between HOMO and LUMO   0.34441 hartree
LUMO level   0.957 eV
SMILES   C1=CC1C[C@H]1CCS1

```
! wB97M-V def2-TZVPD RIJCOSX def2/J DEFGRID3
* xyz 0 1
H -0.547 0.776 -1.496
C 1.898 0.111 -0.678
H -3.416 0.385 0.792
C -0.650 0.184 -0.557
S -1.053 1.389 0.716
C -1.884 -0.693 -0.403
H 0.595 -0.852 0.773
H -2.193 -0.520 1.663
C 0.605 -0.611 -0.266
H 2.193 0.105 -1.633
C -2.403 0.082 0.823
H -2.513 -0.822 -1.256
H 0.630 -1.672 -0.649
H 1.672 2.372 0.437
C 2.140 1.397 0.216
H 3.680 -0.254 1.204
C 2.820 0.336 0.462
H -1.572 -1.711 -0.146
*
```

***

Bottom line: (a), by a margin of 25.1 kJ/mol.